C40H34Cl3N5O4Ti | ωB97M-V/def2-TZVPD

The strongest force on any atom is 0.80 eV Å⁻¹. Its frontier orbital gap (spin up / spin down) is 5.6662 / 7.8893 eV. The expectation value of S² is 2.012. The value obtained for the HOMO energy (spin up / spin down) is -0.1916 / -0.2812 hartree. The calculation puts the total energy at -4349.6643 a.u. For the lowest unoccupied orbital energy (spin up / spin down), the calculation gives 0.01667 / 0.00875 Eh.

Structure (ORCA input):
```
! wB97M-V def2-TZVPD RIJCOSX def2/J DEFGRID3
* xyz 0 3
Ti -0.096 0.126 -1.262
C -1.826 -1.876 -3.507
C -0.842 -2.177 -4.646
C 0.614 -1.854 -4.436
C 1.533 -2.852 -4.140
C 2.872 -2.520 -4.012
C 3.245 -1.198 -4.169
C 2.256 -0.268 -4.448
N 0.972 -0.578 -4.595
N -1.821 -0.524 -2.897
C -1.943 0.522 -3.919
C -1.398 1.849 -3.479
C -1.887 3.027 -4.019
C -1.267 4.228 -3.715
C -0.163 4.198 -2.876
C 0.254 2.990 -2.353
N -0.359 1.823 -2.628
C -2.977 -0.503 -1.987
C -3.040 0.714 -1.118
C -4.191 1.464 -0.962
C -4.192 2.497 -0.039
C -3.038 2.741 0.688
C -1.917 1.969 0.450
N -1.915 0.979 -0.440
H -1.657 -2.578 -2.693
H -2.835 -2.069 -3.906
H -1.169 -1.693 -5.569
H -0.932 -3.251 -4.823
H 1.200 -3.875 -4.010
H 3.606 -3.282 -3.784
H 4.274 -0.882 -4.070
H 2.509 0.781 -4.564
H -2.982 0.626 -4.260
H -1.332 0.223 -4.769
H -2.744 2.989 -4.679
H -1.631 5.160 -4.126
H 0.375 5.099 -2.617
H 1.094 2.922 -1.676
H -2.880 -1.376 -1.337
H -3.919 -0.585 -2.550
H -5.069 1.227 -1.548
H -5.079 3.098 0.113
H -2.994 3.519 1.430
H -0.981 2.128 0.965
Cl 3.959 -6.669 1.510
C 3.115 -5.337 0.769
C 3.847 -4.337 0.148
C 3.171 -3.276 -0.432
C 1.782 -3.224 -0.393
C 1.067 -4.237 0.235
C 1.731 -5.302 0.821
C 1.067 -2.063 -0.995
O -0.201 -2.031 -0.990
O 1.734 -1.102 -1.460
H 4.927 -4.393 0.129
H 3.713 -2.474 -0.914
H -0.012 -4.172 0.272
H 1.190 -6.093 1.321
Cl -0.079 4.717 4.725
C -1.136 3.373 5.056
C -2.320 3.622 5.724
C -3.171 2.569 6.017
C -2.843 1.295 5.588
C -1.666 1.059 4.893
Cl -1.429 -0.514 4.224
C -0.741 2.087 4.642
N 0.456 1.917 3.969
C 1.372 0.891 4.263
C 1.324 0.325 5.535
C 2.182 -0.697 5.889
C 3.112 -1.158 4.986
C 3.184 -0.587 3.727
C 2.338 0.443 3.327
C 2.468 0.942 1.897
C 1.308 0.662 0.933
O 0.534 -0.294 1.105
O 1.209 1.411 -0.097
H -2.549 4.635 6.026
H -4.094 2.744 6.552
H -3.513 0.463 5.752
H 0.829 2.746 3.534
H 0.592 0.688 6.247
H 2.118 -1.134 6.877
H 3.785 -1.961 5.256
H 3.913 -0.959 3.016
H 3.330 0.451 1.437
H 2.670 2.015 1.856
*
```

C49H56BrMnN4O5S3Sb | ωB97M-V/def2-TZVPD

The strongest force on any atom is 1.04 eV Å⁻¹. Its frontier orbital gap (spin up / spin down) is 6.9087 / 6.9097 eV. The expectation value of S² is 8.754. The value obtained for the HOMO energy (spin up / spin down) is -0.2743 / -0.2752 hartree. The calculation puts the total energy at -7655.9151 a.u. For the lowest unoccupied orbital energy (spin up / spin down), the calculation gives -0.02043 / -0.02125 Eh.

Structure (ORCA input):
```
! wB97M-V def2-TZVPD RIJCOSX def2/J DEFGRID3
* xyz 0 6
Mn -0.753 -0.107 -0.071
O 1.761 -2.079 -2.981
C 2.381 -1.022 -3.560
C 3.362 -1.259 -4.515
C 4.027 -0.193 -5.105
C 3.726 1.113 -4.741
C 2.736 1.343 -3.793
C 2.049 0.292 -3.202
C 0.888 0.469 -2.245
O 0.943 -0.382 -1.173
N 0.798 1.882 -1.773
N 0.066 2.019 -0.625
C -0.565 3.105 -0.456
C -1.235 3.477 0.798
Br -0.643 2.612 2.379
C -2.137 4.448 0.910
C -2.814 5.145 -0.208
C -3.159 6.489 -0.045
C -3.802 7.186 -1.055
C -4.134 6.541 -2.240
C -3.826 5.199 -2.401
C -3.174 4.501 -1.393
H 1.344 -1.718 -2.154
H 3.599 -2.285 -4.768
H 4.796 -0.387 -5.844
H 4.257 1.944 -5.187
H 2.509 2.361 -3.496
H -0.026 0.288 -2.842
H 0.463 2.507 -2.503
H -0.611 3.850 -1.252
H -2.413 4.768 1.909
H -2.905 6.990 0.883
H -4.046 8.231 -0.917
H -4.648 7.079 -3.026
H -4.105 4.683 -3.310
H -2.982 3.441 -1.518
S -1.340 -4.132 5.812
C -1.346 -3.118 7.186
C -1.349 -1.803 6.840
C -1.353 -1.618 5.428
C -1.348 -2.791 4.734
C -1.374 -2.968 3.270
C -0.895 -1.941 2.435
N -0.930 -1.984 1.122
C -1.497 -3.051 0.524
C -1.896 -4.173 1.253
C -2.390 -5.333 0.564
C -2.506 -5.337 -0.775
C -2.181 -4.166 -1.548
C -2.331 -4.124 -2.944
C -2.071 -2.969 -3.629
C -1.722 -1.837 -2.863
N -1.509 -1.861 -1.572
C -1.709 -3.022 -0.911
C -2.134 -2.859 -5.098
C -1.621 -1.867 -5.881
C -1.820 -2.095 -7.272
C -2.478 -3.259 -7.514
S -2.856 -4.082 -6.067
C -1.826 -4.105 2.653
H -1.341 -3.550 8.174
H -1.352 -0.994 7.556
H -1.386 -0.648 4.948
H -0.420 -1.067 2.869
H -2.667 -6.203 1.149
H -2.873 -6.213 -1.296
H -2.655 -5.018 -3.467
H -1.661 -0.868 -3.341
H -1.083 -1.014 -5.489
H -1.484 -1.423 -8.049
H -2.762 -3.682 -8.465
H -2.170 -4.950 3.241
C -4.656 1.664 0.073
S -3.450 0.463 -0.351
O -4.158 -0.771 -0.587
O -2.654 0.968 -1.482
O -2.545 0.406 0.844
H -5.422 1.659 -0.700
H -4.183 2.642 0.155
H -5.079 1.362 1.030
C 1.623 -0.109 4.697
C 2.888 0.328 3.957
C 2.965 1.854 4.021
C 4.111 -0.280 4.644
Sb 2.555 -0.259 1.855
C 3.195 -2.372 1.809
C 4.695 -2.612 1.960
C 2.461 -3.126 2.917
C 2.711 -2.905 0.458
C 4.180 0.778 0.788
C 5.510 0.881 1.530
C 3.630 2.179 0.503
C 4.397 0.065 -0.545
H 1.727 0.088 5.774
H 1.403 -1.172 4.582
H 0.753 0.458 4.345
H 2.981 2.173 5.074
H 2.099 2.325 3.548
H 3.862 2.251 3.550
H 4.217 0.150 5.651
H 5.037 -0.083 4.107
H 4.011 -1.359 4.768
H 5.070 -2.293 2.932
H 5.276 -2.110 1.189
H 4.898 -3.689 1.866
H 2.767 -2.809 3.914
H 2.684 -4.198 2.832
H 1.377 -3.014 2.839
H 3.231 -2.449 -0.385
H 1.642 -2.727 0.314
H 2.883 -3.990 0.408
H 5.448 1.500 2.424
H 6.246 1.352 0.864
H 5.906 -0.093 1.815
H 3.398 2.728 1.418
H 2.727 2.133 -0.108
H 4.381 2.758 -0.054
H 4.882 -0.903 -0.427
H 5.043 0.680 -1.186
H 3.456 -0.086 -1.077
*
```

C4H3N2 | ωB97M-V/def2-TZVPD

The strongest force on any atom is 5.94 eV Å⁻¹. Its frontier orbital gap (spin up / spin down) is 7.8332 / 7.1140 eV. The expectation value of S² is 2.008. The value obtained for the HOMO energy (spin up / spin down) is -0.4796 / -0.5831 hartree. The calculation puts the total energy at -263.1491 a.u. For the lowest unoccupied orbital energy (spin up / spin down), the calculation gives -0.19175 / -0.32167 Eh.

Structure (ORCA input):
```
! wB97M-V def2-TZVPD RIJCOSX def2/J DEFGRID3
* xyz 1 3
C 1.111 -1.093 2.085
C -0.146 -0.692 2.520
C 0.977 -0.328 0.086
C 0.565 0.096 -1.039
N 0.665 -1.305 3.353
N 1.683 -0.830 0.988
H -1.119 -0.249 2.520
H -0.317 0.710 -1.159
H 1.056 -0.138 -1.979
*
```

C2H2ErO2 | ωB97M-V/def2-TZVPD

The strongest force on any atom is 3.31 eV Å⁻¹. Its frontier orbital gap (spin up / spin down) is 6.1931 / 5.7916 eV. The expectation value of S² is 6.008. The value obtained for the HOMO energy (spin up / spin down) is -0.6731 / -0.6730 hartree. The calculation puts the total energy at -1241.9962 a.u. For the lowest unoccupied orbital energy (spin up / spin down), the calculation gives -0.44549 / -0.46012 Eh.

Structure (ORCA input):
```
! wB97M-V def2-TZVPD RIJCOSX def2/J DEFGRID3
* xyz 2 5
C 0.440 -0.919 -0.244
C 0.279 -1.920 0.409
O -2.189 2.619 1.215
Er -0.681 2.387 -0.291
H 0.174 -2.893 0.854
O 0.582 0.312 -0.709
H 1.395 0.413 -1.235
*
```

C9H28AgO13P3 | ωB97M-V/def2-TZVPD

The strongest force on any atom is 4.05 eV Å⁻¹. Its frontier orbital gap (spin up / spin down) is 6.4277 / 6.4347 eV. The expectation value of S² is 0.753. The value obtained for the HOMO energy (spin up / spin down) is -0.4658 / -0.4658 hartree. The calculation puts the total energy at -2508.6350 a.u. For the lowest unoccupied orbital energy (spin up / spin down), the calculation gives -0.22957 / -0.22931 Eh.

Structure (ORCA input):
```
! wB97M-V def2-TZVPD RIJCOSX def2/J DEFGRID3
* xyz 1 2
Ag 33.462 22.239 22.490
O 36.362 20.260 23.263
H 37.031 19.548 23.244
C 36.876 28.331 23.470
O 37.294 27.933 24.772
P 36.366 26.834 25.634
O 35.597 25.891 24.758
O 37.312 26.088 26.757
C 37.701 24.779 26.468
O 35.362 27.811 26.476
C 35.878 28.712 27.486
H 36.362 29.282 23.603
H 36.218 27.627 22.961
H 37.729 28.432 22.798
H 38.118 24.621 25.473
H 36.824 24.133 26.508
H 38.512 24.362 27.065
H 36.646 28.310 28.146
H 35.121 28.335 28.174
H 35.843 29.777 27.256
C 28.907 21.139 26.718
O 29.499 19.973 27.183
P 31.092 20.069 27.381
O 31.830 20.817 26.292
O 31.240 20.683 28.894
C 32.419 21.313 29.317
O 31.444 18.433 27.400
C 32.720 18.048 27.070
H 28.106 21.370 27.420
H 28.596 20.949 25.690
H 29.548 22.017 26.642
H 33.308 21.243 28.689
H 32.584 20.824 30.276
H 32.148 22.369 29.339
H 32.849 17.108 26.535
H 33.250 18.032 28.023
H 33.250 18.792 26.475
C 28.603 18.886 18.568
O 28.791 17.765 19.377
P 30.015 17.712 20.459
O 30.803 19.025 20.608
O 29.220 17.104 21.767
C 28.666 15.788 21.626
O 30.878 16.378 19.930
C 32.086 16.063 20.584
H 27.912 19.568 19.063
H 28.219 18.556 17.603
H 29.578 19.334 18.374
H 28.976 15.352 22.576
H 29.119 15.173 20.849
H 27.596 15.988 21.670
H 31.986 15.246 21.299
H 32.701 16.899 20.920
H 32.872 15.755 19.894
*
```

Number 2 is which compound?
C49H56BrMnN4O5S3Sb